This record from OMol25 describes a cluster of 2 separate species, CH6N3O in total in a non-equilibrium geometry. The level of theory is the ωB97M-V functional and the def2-TZVPD basis.

Results
- Energy above the lowest of the compared OMol25 structures with the same formula, charge and spin: 435.1 kJ/mol
- Largest force on an atom: 4.54 eV/Å
- E_tot: -280.76766 hartree
- Gap between HOMO and LUMO (alpha / beta): 10.60 / 5.51 eV

ORCA input file:
```
! wB97M-V def2-TZVPD RIJCOSX def2/J DEFGRID3
* xyz 1 1
C 1.0308 -0.3096 0.0533
H 0.3317 1.4316 0.7747
H 1.5510 -2.0440 -0.5780
H 2.0570 1.4476 0.5173
H -2.7372 -0.2877 1.3529
N -2.1826 -0.0792 0.4081
N 1.8737 -1.0247 -0.5701
N 1.1646 0.9260 0.4474
H -2.7699 0.4197 -1.1875
H 2.8628 -0.7077 -0.8614
O -3.1818 0.2280 -0.3567
*
```

natural (NBO) population analysis, charges in e, atoms 1 to 8: number 1, C, carries 0.739; number 2, H, carries 0.460; number 3, H, carries 0.468; number 4, H, carries 0.442; number 5, H, carries 0.310; number 6, N, carries -0.313; number 7, N, carries -0.797; number 8, N, carries -0.800



This record from OMol25 describes a structure of composition C2H4NPS in a non-equilibrium geometry. The level of theory is the ωB97M-V functional and the def2-TZVPD basis.

Results
- Energy above the lowest of the compared OMol25 structures with the same formula, charge and spin: 441.1 kJ/mol
- Largest force on an atom: 3.54 eV/Å
- E_tot: -872.72530 hartree
- Gap between HOMO and LUMO (alpha / beta): 8.11 / 8.11 eV

ORCA input file:
```
! wB97M-V def2-TZVPD RIJCOSX def2/J DEFGRID3
* xyz 0 1
C 0.9307 0.7870 0.6753
H 0.7834 0.1198 1.5059
H 2.0864 -0.9043 0.8617
C 2.1730 0.1423 0.2538
H 0.5894 1.8283 0.8349
S 4.4298 0.0257 0.7415
P 3.5820 0.1552 -1.0307
H 0.4486 0.4328 -0.1937
N 4.0950 -1.2260 -0.3170
*
```

natural (NBO) population analysis, charges in e, atoms 1 to 8: number 1, C, carries -0.719; number 2, H, carries 0.229; number 3, H, carries 0.231; number 4, C, carries -0.436; number 5, H, carries 0.246; number 6, S, carries 0.369; number 7, P, carries 0.891; number 8, H, carries 0.252



This record from OMol25 describes a structure of composition C15H23CrF6N4O4S3 in a non-equilibrium geometry. The level of theory is the ωB97M-V functional and the def2-TZVPD basis.

Results
- Energy above the lowest of the compared OMol25 structures with the same formula, charge and spin: 0.0 kJ/mol
- Expectation value of S²: 3.816
- Largest force on an atom: 1.61 eV/Å
- E_tot: -3943.04664 hartree
- Gap between HOMO and LUMO (alpha / beta): 7.35 / 8.73 eV

ORCA input file:
```
! wB97M-V def2-TZVPD RIJCOSX def2/J DEFGRID3
* xyz 2 4
O 0.1795 1.0383 -2.0842
S 2.7938 1.9644 0.6527
H -2.8277 -0.7089 -3.1471
C 1.8885 -2.6252 -0.0542
F 4.7806 0.6925 1.7838
H 2.0999 -2.8825 0.9549
H -2.2297 -1.6671 2.8841
O 3.6078 2.8828 -0.0540
H 0.8397 -1.0334 -3.5069
N -1.9787 3.5401 2.3999
C -2.1152 -1.0390 -0.5468
H -3.5700 -1.9749 1.7176
C 0.0445 -2.7094 2.1251
F 2.4812 3.8837 -2.5199
C -1.7140 -1.4806 0.7430
N -0.0528 0.5539 2.0323
H -0.7281 -2.8165 2.8990
H 1.9695 -3.5396 -0.6634
H -4.1061 -1.0396 -1.3375
F 0.4257 3.5783 -3.2175
C -1.2961 -1.2728 -1.6975
O 2.6216 1.2021 -2.7038
C -1.4356 2.4789 1.8029
H -3.9741 -0.2322 0.2088
F 2.9610 -0.4569 1.6118
H 0.8364 -2.1023 2.5928
H -2.4823 4.2175 1.8286
C 3.7801 0.4506 0.9579
C -3.4706 -0.4114 -0.7240
C 0.0841 -1.6529 -1.5255
S -1.5616 2.2978 0.0901
H 2.0397 -1.6852 -2.3577
Cr -0.2133 0.3312 -0.0569
N 1.6099 1.3416 -0.3307
S 1.5282 1.6291 -1.9226
F 4.1884 0.0291 -0.2328
C -1.7956 -0.9701 -3.0702
O 2.1043 2.3246 1.8675
F 0.7945 4.1235 -1.1761
H -1.6196 -1.8589 -3.6909
H -3.0451 -0.3541 2.0651
H 0.9179 0.5638 2.2971
H -0.2862 2.1184 3.4236
H 2.6372 -1.9556 -0.4402
H -2.0147 3.6098 3.4197
C 1.0169 -1.7353 -2.6903
C 0.5153 -2.0439 -0.2315
H -3.4148 0.5544 -1.2284
H 0.9318 -2.7297 -3.1535
N -0.6742 1.7012 2.5740
C -2.6777 -1.3705 1.9112
C 1.2756 3.4519 -2.2091
C -0.4143 -2.0564 0.8568
H -1.2358 -0.1777 -3.5531
H 0.4421 -3.7070 1.9193
H -0.4616 -0.2698 2.5071
*
```

natural (NBO) population analysis, charges in e, atoms 1 to 8: number 1, O, carries -0.965; number 2, S, carries 2.247; number 3, H, carries 0.248; number 4, C, carries -0.657; number 5, F, carries -0.260; number 6, H, carries 0.243; number 7, H, carries 0.236; number 8, O, carries -0.839



This record from OMol25 describes an isolated molecule of C3H8N4 in a non-equilibrium geometry. The level of theory is the ωB97M-V functional and the def2-TZVPD basis.

Results
- Energy above the lowest of the compared OMol25 structures with the same formula, charge and spin: 222.2 kJ/mol
- SMILES string: N/N=C1/CCNN1
- Largest force on an atom: 1.05 eV/Å
- E_tot: -338.06915 hartree
- Gap between HOMO and LUMO: 9.19 eV

ORCA input file:
```
! wB97M-V def2-TZVPD RIJCOSX def2/J DEFGRID3
* xyz 0 1
H -0.9010 -2.0602 -1.6854
H -1.8217 -1.3256 -0.3367
N -0.3700 0.8769 -0.4302
H 1.1779 -1.7288 -0.5207
C 0.4568 0.0753 0.4098
N -0.7124 0.0386 -1.5648
H 1.6237 2.1041 2.3776
C 0.2886 -1.3771 -0.0001
H 0.1072 -2.0493 0.8417
H 0.1459 1.7000 -0.7365
N 1.1621 0.4798 1.3749
H -1.6182 0.4151 -1.8718
C -0.9146 -1.2813 -0.9314
H 0.2219 2.2664 1.5596
N 1.1539 1.8660 1.5141
*
```

natural (NBO) population analysis, charges in e, atoms 1 to 8: number 1, H, carries 0.210; number 2, H, carries 0.177; number 3, N, carries -0.512; number 4, H, carries 0.227; number 5, C, carries 0.363; number 6, N, carries -0.455; number 7, H, carries 0.360; number 8, C, carries -0.457



This record from OMol25 describes an isolated molecule of C15H16 in a non-equilibrium geometry. The level of theory is the ωB97M-V functional and the def2-TZVPD basis.

Results
- Energy above the lowest of the compared OMol25 structures with the same formula, charge and spin: 187.0 kJ/mol
- SMILES string: C=CC#CCCC/C=C/c1ccccc1
- Largest force on an atom: 4.84 eV/Å
- E_tot: -581.00477 hartree
- Gap between HOMO and LUMO: 9.06 eV

ORCA input file:
```
! wB97M-V def2-TZVPD RIJCOSX def2/J DEFGRID3
* xyz 0 1
H -0.7522 0.7768 -1.2390
H -2.7998 1.0537 1.4248
H -3.8576 2.1795 0.7050
C -1.1575 -2.9875 -0.0383
C -0.6736 1.5677 -0.4909
C -3.0944 1.4397 0.4873
H -1.8089 3.1410 0.1227
C -2.0238 2.2323 -0.2910
C 1.7643 -0.4026 -0.6396
C 2.9452 -1.1449 -0.6107
C -3.5581 0.1871 -0.2050
H -4.6768 0.0988 0.0856
H -2.5642 2.3260 -1.1963
H -3.5944 0.2247 -1.3910
H 0.9608 -0.9928 -0.8826
H 5.0743 0.9061 0.7515
C 0.5229 1.6855 0.1469
C -2.7336 -0.9381 -0.0634
C 4.1061 0.6831 0.3560
H 3.0195 -2.1491 -0.9381
H 5.1221 -1.0853 -0.1118
C -1.9354 -1.8260 -0.1076
C 1.7437 0.9158 -0.1176
C 4.1303 -0.5799 -0.1554
H 0.5289 -3.9788 0.7888
H 2.9965 2.2542 0.9081
C 2.9231 1.3886 0.4209
H 0.2199 -2.3949 1.4817
H 0.5078 2.3470 0.9195
H -1.2109 -3.7674 -0.8948
C -0.1242 -3.1604 0.7742
*
```

natural (NBO) population analysis, charges in e, atoms 1 to 8: number 1, H, carries 0.182; number 2, H, carries 0.209; number 3, H, carries 0.210; number 4, C, carries -0.272; number 5, C, carries -0.127; number 6, C, carries -0.374; number 7, H, carries 0.208; number 8, C, carries -0.431



This record from OMol25 describes a cluster of 2 separate species, C11H12NO2 in total in a non-equilibrium geometry. The level of theory is the ωB97M-V functional and the def2-TZVPD basis.

Results
- Energy above the lowest of the compared OMol25 structures with the same formula, charge and spin: 175.1 kJ/mol
- Largest force on an atom: 4.64 eV/Å
- E_tot: -631.63105 hartree
- Gap between HOMO and LUMO: 7.62 eV

ORCA input file:
```
! wB97M-V def2-TZVPD RIJCOSX def2/J DEFGRID3
* xyz -1 1
H -1.1186 0.8874 -3.7251
O 4.9447 -0.7974 1.4618
O 3.0941 -1.0647 0.4028
H -0.0015 -0.4346 2.5670
H -2.7092 0.8395 -2.8734
C -0.5434 -0.2380 0.3714
H -1.7478 -0.7542 -3.4976
H 2.6361 1.2390 1.7836
H -2.3100 -0.5668 3.1100
C -2.1286 -0.6064 2.0851
H 4.2414 1.7451 1.7121
C -2.9544 -0.1389 -0.0928
H 3.0716 1.5342 0.2216
C -1.6068 -0.1340 -0.5170
C -0.9540 -0.0727 -1.7786
C -1.7078 0.2404 -2.9895
C 3.9225 -0.3147 0.9744
C 0.4312 -0.1767 -1.6353
C 3.5247 1.1688 1.1950
C -0.7750 -0.4057 1.8035
C -3.1824 -0.5362 1.1532
N 0.7440 -0.3120 -0.2741
H -4.1046 -0.6576 1.6159
H -3.7162 0.2938 -0.8222
H 1.1893 -0.2600 -2.3515
H 1.7607 -0.4777 0.0996
*
```

natural (NBO) population analysis, charges in e, atoms 1 to 8: number 1, H, carries 0.203; number 2, O, carries -0.735; number 3, O, carries -0.781; number 4, H, carries 0.220; number 5, H, carries 0.206; number 6, C, carries 0.156; number 7, H, carries 0.212; number 8, H, carries 0.210